# 1
{
  "formula": "C19H33Cl2N2O3SSm",
  "method": "wB97M-V/def2-TZVPD",
  "spin_multiplicity": 6,
  "lumo_energy_ha": [0.0089, 0.0090],
  "total_charge": 0,
  "s_squared": 8.758,
  "homo_energy_ev": [-7.015, -7.028],
  "species": ["Sm", "Cl", "Cl", "S", "O", "O", "O", "N", "N", "C", "C", "C", "C", "C", "C", "C", "C", "C", "C", "C", "C", "C", "C", "C", "C", "C", "C", "C", "H", "H", "H", "H", "H", "H", "H", "H", "H", "H", "H", "H", "H", "H", "H", "H", "H", "H", "H", "H", "H", "H", "H", "H", "H", "H", "H", "H", "H", "H", "H", "H", "H"],
  "coordinates": [[-1.057, -0.178, -0.188], [-1.560, 1.917, 1.268], [-3.193, -1.003, -1.225], [1.331, -0.182, 2.796], [-1.663, -1.392, 1.818], [0.538, -1.943, -0.294], [1.868, 1.191, -0.571], [2.412, -3.174, -0.777], [-3.655, -1.952, 2.783], [0.756, 5.241, -0.670], [1.244, 3.141, -1.760], [-2.329, 1.382, -3.474], [0.095, -0.436, -3.065], [-3.205, -3.269, 3.187], [2.976, 0.180, 3.423], [1.107, 5.929, -1.830], [-5.075, -1.666, 2.926], [1.522, 5.211, -2.958], [0.821, 3.843, -0.630], [1.798, -2.075, -0.349], [0.455, -0.088, 4.355], [-1.229, 1.651, -2.511], [3.867, -3.302, -0.797], [-0.189, 0.802, -2.269], [-2.838, -1.104, 2.170], [1.654, -4.359, -1.168], [1.430, 1.629, -1.692], [1.594, 3.815, -2.923], [2.083, -4.777, -2.085], [2.442, -1.232, -0.041], [-0.473, -1.294, -2.641], [4.220, -3.569, -1.800], [1.914, 3.209, -3.781], [-2.287, 0.366, -3.895], [1.063, 7.009, -1.843], [-5.230, -0.665, 2.507], [1.172, -0.696, -3.076], [2.955, 1.090, 4.030], [-5.683, -2.401, 2.387], [-5.360, -1.670, 3.992], [-2.139, -3.380, 2.953], [0.532, 3.290, 0.269], [4.211, -4.087, -0.106], [3.356, -0.664, 4.006], [2.025, 1.286, -2.567], [-3.795, -4.037, 2.665], [0.713, 0.843, 4.872], [-3.358, -3.377, 4.268], [-3.303, 1.528, -2.994], [-2.296, 2.070, -4.328], [0.611, -4.071, -1.319], [-3.243, -0.103, 1.936], [-0.615, -0.095, 4.132], [1.795, 5.726, -3.873], [3.625, 0.344, 2.556], [0.709, -0.950, 4.983], [4.296, -2.340, -0.501], [-1.316, 2.602, -1.993], [-0.234, -0.394, -4.126], [1.713, -5.126, -0.383], [0.424, 5.752, 0.222]]
}


# 2
{
  "formula": "C19H33InN10O2S2Si2",
  "method": "wB97M-V/def2-TZVPD",
  "lumo_energy_ha": 0.0067,
  "total_charge": 0,
  "de_lowest_kcal_mol": 23.6,
  "homo_energy_ev": -6.355,
  "species": ["In", "S", "S", "Si", "Si", "O", "O", "N", "N", "N", "N", "N", "N", "N", "N", "N", "N", "C", "C", "C", "C", "C", "C", "C", "C", "C", "C", "C", "C", "C", "C", "C", "C", "C", "C", "C", "H", "H", "H", "H", "H", "H", "H", "H", "H", "H", "H", "H", "H", "H", "H", "H", "H", "H", "H", "H", "H", "H", "H", "H", "H", "H", "H", "H", "H", "H", "H", "H", "H"],
  "coordinates": [[0.081, -0.453, -0.060], [0.426, 2.567, -0.144], [3.695, -2.432, -2.145], [-2.479, -0.304, -0.231], [-0.053, -0.376, 2.528], [-0.546, -2.312, -2.875], [0.132, -2.786, 0.171], [2.756, 2.695, 1.354], [-1.219, -4.418, -0.613], [0.238, -0.139, -2.717], [2.704, 4.733, 2.165], [1.632, 4.461, 1.372], [0.739, 0.213, -4.892], [2.280, -0.451, -0.767], [1.043, -4.421, -1.117], [3.184, 1.373, 1.216], [1.299, 1.858, -3.316], [3.377, 3.627, 2.151], [-3.145, 1.294, -0.976], [-0.001, -3.818, -0.509], [-3.469, -1.748, -0.954], [-2.461, -0.462, 4.001], [2.874, -1.285, -1.347], [-3.818, -0.441, 4.284], [-4.269, -0.285, 1.937], [1.623, 3.225, 0.853], [-0.124, -1.290, -3.376], [1.288, 0.863, -6.061], [4.639, 3.358, 2.880], [0.762, 0.679, -3.629], [-4.733, -0.345, 3.242], [0.565, -1.865, 3.503], [-1.966, -0.382, 2.690], [0.121, -1.097, -4.876], [-2.899, -0.302, 1.629], [0.462, 1.170, 3.496], [-4.161, -0.499, 5.311], [5.452, 3.126, 2.188], [-0.826, -1.116, -5.420], [0.173, 2.076, 2.950], [-1.762, -0.544, 4.830], [-3.611, -2.518, -0.188], [1.882, -3.870, -1.231], [0.038, -2.768, 3.182], [-5.798, -0.324, 3.447], [4.514, 2.508, 3.554], [-4.223, 1.403, -0.808], [1.508, 0.108, -6.811], [4.173, 1.385, 1.003], [1.530, 2.528, -4.024], [2.224, 1.366, -5.813], [1.230, 2.160, -2.348], [0.880, -5.127, -1.813], [1.545, 1.195, 3.666], [0.596, 1.589, -6.496], [-4.461, -1.429, -1.291], [-2.640, 2.157, -0.530], [0.779, -1.870, -5.273], [2.694, 0.936, 0.435], [-1.992, -3.831, -0.347], [1.635, -2.024, 3.325], [-0.045, 1.189, 4.467], [-4.998, -0.231, 1.129], [0.906, 5.139, 1.234], [-2.961, 1.319, -2.057], [4.906, 4.241, 3.456], [-1.393, -5.056, -1.369], [0.414, -1.737, 4.581], [-2.943, -2.188, -1.808]]
}


| no. | total energy (eV) |
| --- | --- |
| 1 | -83148.118 |
| 2 | -81837.786 |